(1)
{
  "formula": "C45H31BNO13S2",
  "method": "ωB97M-V/def2-TZVPD",
  "e_homo_ev": -6.80,
  "charge": -1,
  "fmax_ha_per_bohr": 0.1087,
  "energy_ha": -3587.675502,
  "orbital_gap_ev": 7.280,
  "elements": ["S", "S", "O", "O", "O", "O", "O", "O", "O", "O", "O", "O", "O", "O", "O", "N", "C", "C", "C", "C", "C", "C", "C", "C", "C", "C", "C", "C", "C", "C", "C", "C", "C", "C", "C", "C", "C", "C", "C", "C", "C", "C", "C", "C", "C", "C", "C", "C", "C", "C", "C", "C", "C", "C", "C", "C", "C", "C", "C", "C", "C", "B", "H", "H", "H", "H", "H", "H", "H", "H", "H", "H", "H", "H", "H", "H", "H", "H", "H", "H", "H", "H", "H", "H", "H", "H", "H", "H", "H", "H", "H", "H", "H"],
  "positions_angstrom": [[-2.533, -4.855, 0.907], [-0.083, -4.975, -0.512], [-2.459, 3.623, 0.792], [2.907, -6.852, 1.349], [-3.986, -4.493, 0.625], [-5.345, -0.400, 2.791], [-2.178, -9.016, 1.689], [-2.726, -7.881, -0.429], [-0.682, 6.301, -6.825], [0.489, -3.592, -0.240], [3.787, -0.953, 4.953], [0.432, -5.366, -1.892], [-1.982, -3.760, 1.781], [-0.518, 2.028, -3.634], [6.795, 0.077, 0.667], [-1.784, -5.017, -0.619], [-1.571, 6.636, -4.195], [-1.094, 5.421, -4.686], [3.908, -0.847, 2.610], [-0.059, 4.051, -6.574], [6.098, -0.132, 1.645], [8.475, 0.681, 4.449], [-1.069, 4.298, -3.858], [-2.024, 5.598, -2.065], [-3.135, 2.703, 1.226], [6.366, 0.018, 5.409], [0.983, 2.773, -8.334], [7.964, 0.475, 3.173], [-1.912, 1.054, -0.174], [-2.031, 6.724, -2.885], [-3.375, -1.054, 0.917], [2.822, -1.086, 0.056], [-0.619, 5.333, -6.086], [4.140, -0.674, 0.212], [-0.528, 3.012, -4.351], [0.009, 2.941, -5.730], [7.673, 0.462, 5.567], [-2.614, -6.441, 1.883], [5.852, -0.198, 4.130], [2.589, -1.274, 2.448], [1.072, 1.673, -7.484], [-4.993, 1.919, 2.701], [2.048, -1.393, 1.173], [6.647, 0.045, 3.011], [-4.704, 0.518, 2.309], [-6.309, 3.494, 3.967], [-3.634, 0.256, 1.322], [0.581, 1.754, -6.186], [-1.668, -0.252, -0.585], [-2.393, -1.306, -0.035], [-5.524, 4.538, 3.485], [4.462, -0.689, 3.973], [-4.221, 2.967, 2.200], [-2.892, 1.312, 0.785], [-1.544, 4.387, -2.550], [2.176, -5.883, 1.044], [-4.482, 4.277, 2.603], [-6.041, 2.186, 3.580], [4.689, -0.558, 1.490], [0.419, 3.960, -7.881], [0.648, -6.219, 0.652], [-2.509, -7.786, 0.985], [0.705, -7.231, 0.110], [-3.877, 5.095, 2.227], [-2.389, 5.664, -1.046], [2.395, -1.171, -0.938], [0.090, -6.340, 1.633], [-7.131, 3.699, 4.646], [1.022, -1.722, 1.049], [9.499, 1.020, 4.573], [5.747, -0.157, 6.283], [0.357, 4.815, -8.546], [-1.216, -9.177, 1.596], [1.358, 2.706, -9.350], [1.523, 0.751, -7.834], [-5.728, 5.558, 3.795], [-1.340, 1.868, -0.605], [8.592, 0.652, 2.306], [-2.396, 7.671, -2.503], [-1.857, -7.902, -0.896], [-3.592, -6.471, 2.487], [-0.909, -0.449, -1.335], [-1.582, 7.517, -4.829], [0.649, 0.893, -5.530], [-6.653, 1.375, 3.962], [1.980, -1.510, 3.315], [-1.538, 3.516, -1.905], [-1.780, -6.386, 2.666], [-2.196, -2.323, -0.352], [2.590, -4.823, 1.038], [4.738, -0.440, -0.663], [-3.939, -1.880, 1.338], [8.069, 0.636, 6.562]]
}

---

(2)
{
  "formula": "C7H11NS",
  "method": "ωB97M-V/def2-TZVPD",
  "relative_energy_kcal_mol": 125.7,
  "e_homo_ev": -8.37,
  "fmax_ha_per_bohr": 0.1732,
  "energy_ha": -726.062273,
  "orbital_gap_ev": 8.816,
  "elements": ["S", "N", "C", "C", "C", "C", "C", "C", "C", "H", "H", "H", "H", "H", "H", "H", "H", "H", "H", "H"],
  "positions_angstrom": [[-0.700, 1.094, 2.020], [-2.289, 0.885, -0.215], [-0.968, 0.897, 0.167], [0.638, -1.572, -0.189], [2.537, -0.420, -1.225], [1.330, -0.211, -0.103], [0.125, 0.872, -0.592], [-2.406, 0.886, 2.128], [-3.093, 0.839, 0.877], [1.927, -1.049, -2.158], [1.738, -0.014, 0.884], [0.102, -1.865, 1.010], [-2.771, 0.753, 3.137], [3.050, 0.699, -1.457], [-0.051, 0.697, -1.596], [-0.409, -1.430, -1.123], [0.562, 1.889, -0.857], [-4.188, 0.545, 0.809], [1.580, -2.265, -0.706], [3.286, -1.229, -0.811]]
}

---

(3)
{
  "formula": "C15H16IN2O3PtS4Sb",
  "method": "ωB97M-V/def2-TZVPD",
  "e_homo_ev": -7.66,
  "fmax_ha_per_bohr": 0.0040,
  "energy_ha": -3166.429549,
  "orbital_gap_ev": 6.102,
  "elements": ["Pt", "I", "Sb", "S", "S", "S", "S", "O", "O", "O", "N", "N", "C", "C", "C", "C", "C", "C", "C", "C", "C", "C", "C", "C", "C", "C", "C", "H", "H", "H", "H", "H", "H", "H", "H", "H", "H", "H", "H", "H", "H", "H", "H"],
  "positions_angstrom": [[-0.722, -1.583, -0.550], [-2.918, -2.184, 0.589], [-1.902, -3.017, -3.519], [-0.474, -3.089, -5.232], [-0.718, -3.715, -1.440], [-1.868, -0.792, -2.367], [-3.996, -3.784, -3.373], [0.672, -2.366, 1.090], [0.990, -1.236, -1.476], [2.105, 2.921, 1.794], [-0.795, 0.276, 0.422], [3.599, 0.993, -2.210], [-4.215, 1.339, 2.707], [2.133, 3.245, 0.405], [-3.235, 2.280, 2.433], [2.787, -0.025, -2.241], [-4.085, 0.062, 2.194], [-1.945, 0.646, 1.187], [-2.969, -0.270, 1.442], [-2.128, 1.944, 1.678], [3.367, 2.003, -1.337], [0.225, 1.070, 0.352], [0.272, -2.693, 2.426], [3.020, -1.137, -3.211], [1.646, -0.121, -1.360], [1.379, 0.949, -0.488], [2.304, 2.044, -0.487], [2.134, -1.312, -3.825], [2.939, 2.494, 2.019], [-0.351, -3.587, 2.444], [1.154, -2.834, 3.050], [1.187, 3.755, 0.208], [-3.338, 3.294, 2.795], [-1.409, 2.717, 1.452], [2.929, 3.960, 0.188], [-0.300, -1.846, 2.799], [1.093, -3.130, 0.674], [3.203, -2.076, -2.684], [3.875, -0.892, -3.835], [-5.088, 1.602, 3.289], [4.078, 2.821, -1.363], [-4.860, -0.673, 2.370], [0.225, 1.944, 0.989]]
}

---

(4)
{
  "formula": "C46H58Cl3HfN4O4PS",
  "method": "ωB97M-V/def2-TZVPD",
  "e_homo_ev": -12.73,
  "charge": 2,
  "fmax_ha_per_bohr": 0.0802,
  "energy_ha": -4475.525820,
  "orbital_gap_ev": 6.974,
  "elements": ["Hf", "Cl", "Cl", "Cl", "S", "P", "O", "O", "O", "O", "N", "N", "N", "N", "C", "C", "C", "C", "C", "C", "C", "C", "C", "C", "C", "C", "C", "C", "C", "C", "C", "C", "C", "C", "C", "C", "C", "C", "C", "C", "C", "C", "C", "C", "C", "C", "C", "C", "C", "C", "C", "C", "C", "C", "C", "C", "C", "C", "C", "C", "H", "H", "H", "H", "H", "H", "H", "H", "H", "H", "H", "H", "H", "H", "H", "H", "H", "H", "H", "H", "H", "H", "H", "H", "H", "H", "H", "H", "H", "H", "H", "H", "H", "H", "H", "H", "H", "H", "H", "H", "H", "H", "H", "H", "H", "H", "H", "H", "H", "H", "H", "H", "H", "H", "H", "H", "H", "H"],
  "positions_angstrom": [[0.303, 0.115, 1.471], [0.121, 7.823, -2.142], [2.416, 4.772, -5.766], [-4.416, 7.830, 0.690], [1.874, 1.832, -5.974], [1.288, -2.657, 0.126], [-0.015, 5.380, -3.642], [-1.145, 0.190, 0.215], [1.424, 0.223, 3.040], [1.514, -1.241, 0.675], [1.036, 3.864, -0.495], [0.902, 2.033, 0.720], [-1.243, 0.413, 2.776], [-2.449, 0.325, 2.099], [-5.834, -0.644, -0.155], [1.118, 4.706, -1.657], [-0.628, 4.756, -4.757], [0.715, -2.113, -2.599], [-5.794, -0.436, -1.527], [3.134, -2.205, -2.008], [3.646, -4.143, 0.667], [-2.330, 0.219, 0.815], [1.033, 2.529, -0.508], [3.622, -3.037, 3.117], [-1.134, -2.642, 1.627], [-3.539, 0.050, 0.013], [-1.260, 5.550, -1.577], [-4.716, -0.397, 0.617], [-1.194, -5.381, 0.561], [4.377, -4.998, 1.700], [-1.082, -4.205, -0.408], [-1.989, -4.984, 1.797], [1.746, -2.769, -1.672], [1.179, 0.376, 4.316], [-0.557, -2.906, 0.226], [-1.294, 0.478, 4.097], [-1.246, -3.873, 2.530], [2.372, 0.393, 5.224], [-3.207, 6.958, -0.159], [3.186, -0.681, -1.961], [2.221, -3.881, 1.164], [0.062, 3.481, -5.153], [-4.636, 0.039, -2.124], [-0.093, 0.506, 4.838], [0.789, 3.123, 1.552], [-2.320, 4.890, -0.966], [2.138, -0.092, -2.897], [-1.183, 6.938, -1.445], [-0.247, 4.776, -2.396], [-2.154, 7.641, -0.750], [-0.525, 2.190, -5.141], [-3.507, 0.273, -1.364], [0.752, -0.589, -2.496], [0.321, 1.216, -5.559], [-2.613, 0.453, 4.783], [2.232, -3.464, 2.651], [4.626, -4.185, 2.978], [0.873, 4.260, 0.798], [-3.286, 5.574, -0.254], [1.362, 3.439, -5.583], [5.633, -3.771, 2.968], [2.346, -0.410, -3.919], [0.121, 0.171, -5.685], [-0.904, -2.068, -0.402], [1.859, 4.308, -2.354], [-2.526, 0.692, 5.837], [4.198, -3.211, 0.547], [4.182, -0.356, -2.267], [-4.621, 0.221, -3.186], [-2.090, 8.714, -0.678], [-0.205, -5.730, 0.863], [2.851, 1.372, 5.183], [1.760, -3.847, -1.874], [0.833, 5.292, 1.084], [2.094, 0.196, 6.253], [-2.981, -4.636, 1.505], [-2.117, -5.841, 2.456], [-2.396, 3.815, -1.059], [1.540, -2.633, 2.835], [-0.187, 0.608, 5.907], [-0.292, -2.485, -2.411], [1.668, -4.818, 1.051], [3.566, -2.733, 4.164], [3.900, -2.614, -1.355], [-6.665, -0.640, -2.129], [3.013, -0.328, -0.939], [-1.686, -6.206, 0.047], [0.669, 3.018, 2.619], [1.404, 5.715, -1.364], [-0.441, -4.496, -1.242], [-0.538, 5.495, -5.558], [3.619, -4.663, -0.291], [-4.105, 5.047, 0.207], [1.918, -4.308, 3.269], [2.192, 0.998, -2.894], [-0.524, -1.854, 2.137], [-2.154, -2.258, 1.498], [-3.308, 1.133, 4.294], [-2.595, 0.633, -1.815], [-1.786, -3.590, 3.435], [3.108, -0.338, 4.894], [-0.007, -0.166, -3.158], [0.522, -0.277, -1.465], [1.131, 1.941, -1.404], [0.973, -2.391, -3.624], [-2.079, -4.009, -0.815], [5.324, -5.344, 1.286], [-1.691, 4.568, -4.566], [-1.548, 2.016, -4.857], [-0.612, 3.746, -2.536], [4.557, -4.843, 3.843], [3.776, -5.882, 1.916], [-4.724, -0.556, 1.683], [-3.034, -0.550, 4.677], [3.942, -2.169, 2.538], [-6.739, -1.002, 0.308], [-0.264, -4.235, 2.828], [3.376, -2.527, -3.025]]
}